8 unconnected molecules or ions with the total composition C61H87BrClN12O6PS2 at a distorted geometry. Source: OMol25; level of theory: wB97M-V/def2-TZVPD.

Atoms and positions in Å:
N  12.894896  -0.429726  0.764841
C  11.452307  -0.384996  1.246059
O  10.985300  -1.138550  2.280626
C  10.455786  0.671091  0.415807
C  8.934314  0.338596  0.924984
C  7.740404  1.125867  0.125229
C  7.457421  2.700017  0.597299
C  6.291416  3.632263  -0.098779
C  6.155010  5.180065  0.432615
P  7.699183  6.118899  -0.275748
O  7.462616  7.685584  -0.386897
O  8.002492  5.369107  -1.849756
O  9.152412  5.841648  0.683494
C  5.372171  2.923561  -1.263673
C  5.647447  1.344371  -1.742507
C  6.838659  0.426441  -1.088955
C  7.143982  -1.104582  -1.587670
C  5.984357  -2.203176  -1.221689
S  6.529138  -3.847390  -2.028034
C  8.279830  -3.718270  -2.682751
N  9.469849  -4.304843  -1.896343
N  10.649265  -4.026666  -2.605431
C  10.190772  -3.269427  -3.849379
O  8.718253  -3.045761  -3.950719
S  4.448015  0.737547  -3.101800
C  2.795414  1.505679  -2.524423
C  2.947118  3.067963  -1.945773
C  1.642681  3.887407  -1.377144
C  0.203319  3.088926  -1.372314
C  0.023153  1.532410  -1.957689
C  -1.487463  0.904672  -1.855931
C  -2.697303  1.916003  -2.299776
C  -3.965767  1.753879  -1.222945
C  -4.989676  0.535285  -1.621562
N  -6.268000  0.514744  -0.763957
C  -7.012683  1.676464  -0.117096
C  -8.342841  1.237269  0.763034
C  -8.432900  -0.411454  0.582074
C  -7.098345  -0.706807  -0.341869
C  1.352830  0.712157  -2.554819
C  1.200072  -0.812271  -3.138314
C  2.136494  -1.938747  -2.403022
C  2.831458  -2.838514  -3.590290
Cl  3.227264  -4.590690  -3.099199
N  4.288663  3.766574  -1.918373
C  4.726481  4.219701  -3.315054
C  3.461467  4.471605  -4.339794
O  3.213006  3.500423  -5.242000
Br  2.292013  6.126151  -4.256810
H  13.140659  0.591646  0.605585
H  12.897430  -0.950849  -0.141863
H  10.568690  0.523501  -0.743737
H  10.720227  1.749786  0.797340
H  8.860528  0.692102  2.062699
H  8.680083  -0.826991  0.960454
H  8.117938  3.150778  1.459679
H  6.319658  5.183046  1.614599
H  5.138292  5.701447  0.177185
H  8.534374  4.525770  -1.676838
H  9.795132  5.239055  0.197241
H  7.261997  -1.055107  -2.773601
H  8.167363  -1.426729  -1.094508
H  5.014496  -1.890100  -1.796626
H  5.837707  -2.413744  -0.078903
H  10.849471  -2.824619  -4.709554
H  1.812681  4.989111  -1.007407
H  -0.722991  3.660579  -0.932623
H  -1.650165  -0.103952  -2.426871
H  -1.665249  0.655374  -0.702120
H  -3.086275  1.568405  -3.356220
H  -2.428396  3.054458  -2.293766
H  -4.618841  2.751506  -1.182989
H  -3.600668  1.555471  -0.126069
H  -4.446056  -0.520634  -1.539977
H  -5.385065  0.586012  -2.745518
H  -6.688508  2.822413  -0.180508
H  -9.092191  1.910292  1.381837
H  -9.250654  -1.145808  1.014496
H  -6.925899  -1.839061  -0.616570
H  1.487773  -0.816220  -4.291853
H  0.085627  -1.234483  -3.103865
H  1.434064  -2.675179  -1.791918
H  2.887079  -1.437147  -1.658914
H  3.746840  -2.274127  -4.072681
H  2.017902  -2.924049  -4.459754
H  5.421909  5.181163  -3.189273
H  5.444326  3.394974  -3.790355
C  -0.336186  -4.496824  1.159942
C  -1.790817  -4.759317  0.783171
C  -2.042933  -4.658388  -0.722424
C  -1.701140  -3.259139  -1.207754
N  -1.417644  -2.098249  -1.610289
H  -0.027316  -3.480305  0.896072
H  -0.197490  -4.607677  2.240099
H  0.333349  -5.202918  0.655589
H  -2.429595  -4.044390  1.316131
H  -2.071769  -5.760787  1.127095
H  -3.095151  -4.868095  -0.941958
H  -1.431156  -5.387549  -1.264766
C  -5.959309  -7.351789  2.704871
C  -5.458933  -6.127684  3.465135
C  -6.128327  -4.829675  3.009447
C  -5.836975  -4.591028  1.536889
N  -5.595141  -4.393076  0.315250
H  -5.732095  -7.284694  1.636129
H  -5.475324  -8.257935  3.082921
H  -7.042765  -7.469813  2.820689
H  -4.372235  -6.050710  3.337202
H  -5.647854  -6.271899  4.534560
H  -5.746567  -3.985229  3.592974
H  -7.212323  -4.882830  3.158475
C  -4.820991  7.530612  -2.684102
C  -5.635249  6.257818  -2.893364
C  -5.916685  5.510329  -1.588519
C  -4.605402  5.100107  -0.938503
N  -3.517496  4.759742  -0.399355
H  -3.830584  7.313673  -2.271345
H  -4.668947  8.045575  -3.638021
H  -5.335664  8.218199  -2.003253
H  -5.096402  5.602593  -3.588727
H  -6.586927  6.519028  -3.369007
H  -6.513795  4.614672  -1.789998
H  -6.479707  6.144803  -0.895317
C  3.465527  2.237640  3.642130
C  2.894959  2.975015  2.434844
C  1.537337  2.427443  1.990329
C  1.676959  0.966084  1.596374
N  1.792901  -0.246255  1.269478
H  3.653143  1.182331  3.419728
H  4.420745  2.680663  3.941382
H  2.780720  2.294014  4.495992
H  3.612002  2.908441  1.607425
H  2.788839  4.036447  2.684365
H  1.165212  2.997188  1.132280
H  0.803809  2.514236  2.799332
C  3.444426  -9.061885  -0.730326
C  3.372167  -7.538289  -0.745913
C  2.653139  -6.964251  0.476399
C  1.223658  -7.478974  0.520085
N  0.037726  -7.905975  0.556201
H  2.447966  -9.514204  -0.758820
H  3.990608  -9.425379  -1.606581
H  3.961021  -9.421062  0.167082
H  2.862324  -7.216949  -1.662431
H  4.389877  -7.134700  -0.785157
H  2.640023  -5.870391  0.425099
H  3.169216  -7.254692  1.398022
C  -10.082034  7.810310  -0.291221
C  -10.758711  7.077861  -1.445533
C  -10.899405  5.575082  -1.195683
C  -9.524081  4.953186  -1.016811
N  -8.383046  4.437320  -0.868516
H  -9.056894  7.459443  -0.135279
H  -10.029017  8.883356  -0.501043
H  -10.639891  7.672146  0.642013
H  -10.181054  7.250195  -2.361950
H  -11.752995  7.509003  -1.605766
H  -11.401859  5.098669  -2.044155
H  -11.498862  5.388718  -0.297908
C  -7.378852  -5.090827  8.136568
C  -7.317350  -3.590343  8.404107
C  -7.371834  -2.754979  7.123574
C  -6.187773  -3.099331  6.234931
N  -5.205379  -3.385008  5.497802
H  -6.521275  -5.432027  7.547940
H  -7.365935  -5.645861  9.079984
H  -8.295285  -5.355979  7.597065
H  -6.396133  -3.366093  8.955719
H  -8.156144  -3.310039  9.050645
H  -7.338772  -1.688271  7.369287
H  -8.301211  -2.948765  6.576959

Atoms 1-2, force components in eV/Å:
-2.38 0.99 0.49
-2.11 -2.97 3.88

Computed properties:
**Total charge**: 0
**ΔE to the lowest compared entry with this formula, charge and spin**: 774.1 kcal per mole